Record 1
{"formula": "C38H69N4O17", "method": "the ωB97M-V functional and the def2-TZVPD basis", "symbols": ["C", "C", "O", "H", "H", "H", "H", "H", "C", "C", "O", "N", "C", "H", "H", "H", "H", "H", "H", "H", "C", "C", "O", "N", "C", "H", "H", "H", "H", "H", "H", "H", "C", "C", "O", "N", "C", "H", "H", "H", "H", "H", "H", "H", "C", "C", "O", "N", "C", "H", "H", "H", "H", "H", "H", "H", "O", "C", "O", "C", "C", "C", "H", "H", "H", "H", "H", "H", "O", "C", "O", "C", "C", "C", "H", "H", "H", "H", "H", "H", "O", "C", "O", "C", "C", "C", "H", "H", "H", "H", "H", "H", "O", "C", "O", "C", "C", "C", "H", "H", "H", "H", "H", "H", "O", "C", "O", "C", "C", "C", "H", "H", "H", "H", "H", "H", "O", "C", "O", "C", "C", "C", "H", "H", "H", "H", "H", "H"], "xyz": [[-0.40, 10.40, 18.25], [1.07, 10.18, 18.49], [1.51, 8.83, 18.63], [-0.97, 9.87, 19.01], [-0.69, 10.02, 17.27], [-0.63, 11.47, 18.32], [1.24, 10.87, 19.32], [1.55, 10.68, 17.65], [1.72, 5.31, 18.10], [0.49, 5.51, 17.16], [-0.07, 4.52, 16.77], [0.08, 6.73, 16.86], [-1.07, 7.01, 16.04], [1.35, 5.34, 19.13], [2.49, 6.08, 18.08], [2.23, 4.38, 17.85], [0.52, 7.49, 17.35], [-1.75, 6.16, 16.17], [-0.84, 7.13, 14.99], [-1.65, 7.86, 16.40], [0.42, 7.37, 21.55], [1.83, 6.98, 21.91], [2.10, 6.66, 23.08], [2.72, 7.04, 20.90], [4.12, 6.67, 21.08], [-0.19, 7.13, 22.43], [-0.11, 7.04, 20.66], [0.34, 8.45, 21.45], [2.47, 7.53, 20.05], [4.37, 5.68, 20.70], [4.32, 6.52, 22.14], [4.85, 7.41, 20.74], [-1.72, 13.02, 11.80], [-1.82, 12.08, 13.00], [-2.80, 12.17, 13.76], [-0.84, 11.15, 13.21], [-0.86, 10.20, 14.32], [-1.97, 13.99, 12.23], [-2.33, 12.95, 10.91], [-0.67, 13.12, 11.51], [-0.05, 11.09, 12.59], [-1.73, 10.37, 14.95], [-0.01, 10.36, 14.99], [-0.89, 9.14, 14.07], [2.42, 8.02, 14.76], [3.82, 7.91, 15.36], [4.78, 7.59, 14.66], [3.89, 8.22, 16.66], [5.22, 8.17, 17.33], [1.71, 8.63, 15.32], [2.04, 7.05, 14.48], [2.57, 8.45, 13.77], [3.06, 8.31, 17.23], [5.93, 8.89, 16.92], [5.72, 7.23, 17.12], [5.17, 8.41, 18.39], [5.81, 12.54, 22.85], [4.79, 11.93, 22.51], [4.82, 10.83, 21.76], [3.51, 10.34, 21.47], [2.50, 11.34, 21.96], [3.36, 12.16, 22.97], [3.35, 9.43, 22.04], [3.48, 10.06, 20.42], [1.63, 10.82, 22.36], [2.20, 11.98, 21.13], [3.16, 11.63, 23.91], [3.10, 13.21, 23.06], [-6.96, 13.94, 17.49], [-5.78, 13.62, 17.74], [-5.18, 13.45, 18.96], [-3.79, 13.14, 18.85], [-3.66, 12.45, 17.44], [-4.75, 13.22, 16.71], [-3.41, 12.59, 19.70], [-3.25, 14.09, 18.83], [-3.82, 11.38, 17.56], [-2.63, 12.49, 17.09], [-5.26, 12.65, 15.93], [-4.32, 14.16, 16.35], [-1.52, 11.15, 22.42], [-1.04, 12.18, 21.97], [-1.17, 12.55, 20.70], [-0.62, 13.85, 20.38], [0.16, 14.17, 21.67], [-0.28, 13.21, 22.71], [-1.43, 14.53, 20.15], [0.11, 13.71, 19.58], [0.04, 15.24, 21.82], [1.21, 14.04, 21.43], [-0.83, 13.67, 23.52], [0.56, 12.68, 23.16], [0.62, 15.95, 13.25], [0.24, 15.33, 14.22], [-0.87, 15.59, 14.89], [-1.21, 14.48, 15.69], [0.11, 13.72, 15.90], [0.83, 14.04, 14.63], [-1.97, 13.85, 15.24], [-1.59, 14.71, 16.68], [-0.02, 12.66, 16.12], [0.54, 14.23, 16.77], [0.62, 13.34, 13.83], [1.85, 14.26, 14.93], [-4.25, 8.43, 17.23], [-3.91, 8.51, 18.43], [-4.27, 9.48, 19.27], [-3.71, 9.29, 20.58], [-2.74, 8.17, 20.41], [-3.15, 7.47, 19.19], [-4.49, 9.02, 21.30], [-3.22, 10.23, 20.80], [-2.78, 7.52, 21.29], [-1.70, 8.49, 20.41], [-3.85, 6.67, 19.41], [-2.32, 7.11, 18.59], [2.17, 11.53, 11.94], [2.84, 11.43, 12.95], [2.38, 11.52, 14.23], [3.45, 11.49, 15.17], [4.66, 11.82, 14.30], [4.31, 11.18, 12.98], [3.57, 10.51, 15.62], [3.29, 12.31, 15.88], [5.59, 11.39, 14.69], [4.87, 12.89, 14.28], [4.55, 10.12, 12.89], [4.72, 11.68, 12.10]], "mulliken_charge": [1.446, 0.766, 0.815, -0.745, -0.387, -0.395, -0.897, -0.347, -0.520, 0.714, -0.693, 0.923, -1.272, 0.107, -0.072, 0.429, -0.637, 0.510, 0.239, 0.310, -0.275, 0.638, -0.707, 0.388, -1.163, 0.320, 0.192, -0.183, -0.445, 0.335, 0.450, 0.283, -1.107, 0.673, -0.638, 0.060, -0.823, 0.304, 0.364, 0.261, 0.178, 0.355, -0.069, 0.415, -0.494, 0.545, -0.715, 0.409, -0.992, -0.082, 0.424, 0.293, -0.383, 0.335, 0.368, 0.166, -0.628, 0.320, -0.350, 0.202, 0.140, -0.558, -0.024, -0.293, 0.405, -0.086, 0.325, 0.395, -0.620, 0.327, -0.403, 0.050, 1.277, -0.332, 0.028, -0.061, -0.297, -0.683, 0.419, 0.184, -0.664, 0.237, 0.354, -0.136, -0.653, -0.381, 0.339, -0.004, 0.504, 0.198, 0.421, 0.044, -0.619, -0.018, -0.379, 0.257, 0.453, 0.662, -0.248, 0.141, -0.521, 0.339, -0.532, 0.475, -0.674, 0.591, -0.331, -0.281, 0.861, 0.173, 0.321, -0.002, 0.704, -1.263, 0.341, -0.351, -0.653, 0.386, -0.072, 0.486, -0.644, -0.617, -0.623, 0.324, 0.386, 0.329, 0.252, 0.375], "spin_multiplicity": 2, "orbital_gap_ev": [9.292, 5.759]}


Record 2
{"formula": "C38H70BN4O5", "method": "the ωB97M-V functional and the def2-TZVPD basis", "symbols": ["C", "B", "C", "C", "C", "N", "O", "C", "O", "C", "C", "C", "C", "C", "C", "H", "H", "H", "H", "H", "H", "H", "H", "H", "H", "H", "H", "H", "H", "H", "H", "C", "C", "C", "C", "C", "C", "N", "O", "C", "C", "C", "H", "H", "H", "H", "H", "H", "H", "H", "H", "H", "H", "H", "H", "H", "H", "H", "H", "H", "C", "C", "C", "C", "C", "C", "N", "O", "C", "C", "C", "H", "H", "H", "H", "H", "H", "H", "H", "H", "H", "H", "H", "H", "H", "H", "H", "H", "H", "C", "C", "C", "C", "C", "C", "N", "O", "C", "C", "C", "H", "H", "H", "H", "H", "H", "H", "H", "H", "H", "H", "H", "H", "H", "H", "H", "H", "H"], "xyz": [[4.48, -1.98, 5.15], [5.49, -2.55, 4.10], [5.85, -4.07, 4.00], [5.60, -4.91, 5.26], [6.30, -6.26, 5.21], [5.62, -7.37, 5.76], [7.40, -6.39, 4.73], [6.13, -1.55, 3.05], [6.18, -2.06, 1.71], [4.99, -2.16, 1.06], [3.79, -1.64, 1.52], [2.63, -1.81, 0.77], [2.65, -2.48, -0.44], [3.87, -2.99, -0.90], [5.03, -2.84, -0.16], [4.63, -0.90, 5.29], [4.48, -2.47, 6.12], [3.49, -2.09, 4.69], [5.19, -4.45, 3.20], [6.87, -4.24, 3.63], [4.52, -5.05, 5.40], [5.95, -4.37, 6.15], [5.37, -8.05, 5.06], [4.79, -7.08, 6.26], [5.70, -0.54, 3.08], [7.18, -1.43, 3.33], [3.73, -1.11, 2.47], [1.69, -1.41, 1.13], [1.75, -2.59, -1.02], [3.92, -3.51, -1.85], [5.98, -3.22, -0.51], [-0.22, 2.11, 6.13], [-0.40, 0.57, 6.19], [-1.59, 0.17, 7.07], [-1.35, 0.35, 8.56], [-0.08, -0.39, 8.99], [1.15, 0.02, 8.18], [0.84, -0.10, 6.72], [0.95, -1.31, 6.30], [1.57, 1.44, 8.58], [2.32, -0.90, 8.50], [-0.64, 0.08, 4.77], [-0.98, 2.63, 6.72], [0.75, 2.43, 6.49], [-0.30, 2.45, 5.11], [-1.82, -0.89, 6.88], [-2.46, 0.75, 6.75], [-1.28, 1.41, 8.82], [-2.20, -0.05, 9.12], [0.12, -0.22, 10.05], [-0.24, -1.47, 8.87], [2.37, 1.81, 7.92], [1.96, 1.42, 9.60], [0.76, 2.16, 8.56], [2.07, -1.94, 8.35], [2.61, -0.76, 9.54], [3.18, -0.66, 7.87], [0.22, 0.28, 4.14], [-1.50, 0.63, 4.37], [-0.87, -0.98, 4.73], [0.29, 2.84, -1.85], [0.95, 1.52, -2.30], [1.56, 1.64, -3.70], [0.53, 1.69, -4.83], [-0.40, 0.49, -4.75], [-1.09, 0.36, -3.38], [-0.04, 0.39, -2.30], [0.52, -0.75, -2.15], [-2.13, 1.47, -3.23], [-1.84, -0.96, -3.30], [2.06, 1.19, -1.31], [0.39, 3.63, -2.60], [-0.77, 2.73, -1.62], [0.76, 3.20, -0.93], [2.22, 0.78, -3.87], [2.19, 2.53, -3.72], [-0.03, 2.62, -4.79], [1.05, 1.68, -5.79], [-1.18, 0.55, -5.51], [0.17, -0.42, -4.94], [-2.55, 1.48, -2.22], [-2.95, 1.28, -3.93], [-1.75, 2.47, -3.45], [-1.19, -1.81, -3.51], [-2.65, -0.95, -4.03], [-2.27, -1.10, -2.31], [1.65, 1.01, -0.31], [2.73, 2.05, -1.26], [2.63, 0.32, -1.60], [-4.31, 3.82, -8.27], [-4.09, 2.35, -7.84], [-4.53, 1.37, -8.93], [-6.04, 1.25, -9.10], [-6.69, 0.91, -7.77], [-6.34, 1.90, -6.66], [-4.84, 2.04, -6.58], [-4.31, 1.09, -5.91], [-7.04, 3.24, -6.91], [-6.84, 1.39, -5.31], [-2.60, 2.17, -7.58], [-4.72, 3.90, -9.28], [-4.97, 4.36, -7.60], [-3.36, 4.36, -8.26], [-4.12, 0.38, -8.69], [-4.06, 1.68, -9.87], [-6.45, 2.18, -9.51], [-6.26, 0.47, -9.83], [-7.78, 0.88, -7.87], [-6.38, -0.09, -7.46], [-6.70, 4.00, -6.21], [-8.11, 3.11, -6.77], [-6.90, 3.62, -7.92], [-6.47, 0.39, -5.09], [-7.93, 1.36, -5.33], [-6.52, 2.05, -4.50], [-2.27, 2.78, -6.75], [-2.06, 2.47, -8.48], [-2.35, 1.13, -7.37]], "mulliken_charge": [-0.997, 0.165, -0.702, -0.541, 0.395, -0.567, -0.534, -0.646, -0.463, 0.787, 0.025, -1.015, -0.691, -0.419, -0.567, 0.302, 0.324, 0.403, 0.335, 0.461, 0.274, 0.354, 0.242, 0.276, 0.315, 0.304, 0.363, 0.527, 0.460, 0.389, 0.424, -1.668, 1.947, -1.495, -0.438, -1.294, 1.674, 0.561, -0.614, -1.951, -1.758, -2.168, 0.327, 0.324, 0.485, 0.395, 0.398, 0.270, 0.389, 0.398, 0.372, 0.392, 0.449, 0.398, 0.374, 0.452, 0.369, 0.569, 0.472, 0.377, -1.736, 2.265, -1.751, -0.220, -0.683, 1.823, 0.408, -0.493, -1.819, -1.789, -2.210, 0.329, 0.295, 0.491, 0.370, 0.422, 0.204, 0.450, -0.302, 0.462, 0.415, 0.209, 0.353, 0.408, 0.305, 0.462, 0.543, 0.482, 0.353, -1.762, 2.197, -1.468, -0.460, -1.213, 1.682, 0.418, -0.541, -1.907, -1.944, -2.364, 0.342, 0.338, 0.488, 0.364, 0.400, 0.274, 0.394, 0.407, 0.376, 0.398, 0.436, 0.394, 0.371, 0.454, 0.428, 0.611, 0.504, 0.350], "spin_multiplicity": 4, "orbital_gap_ev": [8.524, 8.273]}